Record 1
Density functional theory data (wB97M-V/def2-TZVPD) for a 2-piece molecular cluster, C4H12N2O2 overall at a distorted geometry.

Properties
Total energy = -419.57115 Ha
Energy relative to the best compared isomer or geometry (same formula, charge and spin) = 2.104 eV
Largest force on an atom = 0.05941 Eh/bohr
Orbital gap = 10.468 eV
Total charge = 0
HOMO energy = -9.77 eV
Spin multiplicity = 1

Positions of all 20 atoms, in Å:
C 1.81956 -0.72866 -0.34216
C 1.54026 0.79334 -0.22576
N 2.28472 1.52160 0.85324
C 0.14334 1.20742 0.09872
C -0.98835 0.53163 -0.66891
N -2.24941 0.46691 -0.02116
O -0.89837 -0.16804 -1.66728
H 1.91505 -1.14655 0.76698
H 2.84288 -0.86032 -0.76599
H 0.89122 -1.35328 -0.77488
H 1.72651 1.21239 -1.31368
H 3.20527 1.71188 0.57190
H 2.24435 0.94820 1.67945
H -0.05450 1.05149 1.11033
H 0.22845 2.32752 0.02439
H -2.89876 -0.18043 -0.45511
H -2.54428 1.29138 0.51551
O -1.65351 -2.91210 1.33044
H -1.80127 -2.06542 0.78734
H -0.67590 -3.03770 1.55262

Cartesian forces (eV/Å) of the 3 atoms listed first:
-1.1 -1.3 2.5
0.6 0.2 -1.9
-1.3 -0.6 -1.4

---

Record 2
Density functional theory data (wB97M-V/def2-TZVPD) for one molecule with the formula C4H6O2 at a distorted geometry.

Properties
Total energy = -306.47131 Ha
Energy relative to the best compared isomer or geometry (same formula, charge and spin) = 0.952 eV
Largest force on an atom = 0.02764 Eh/bohr
Orbital gap = 9.522 eV
Total charge = 0
HOMO energy = -9.66 eV
Spin multiplicity = 1

Positions of all 12 atoms, in Å:
C -1.95972 0.03721 -0.03065
C -0.60338 0.68113 -0.05107
O -0.38182 1.86985 -0.08475
C 0.52534 -0.34969 -0.12480
C 1.96598 -0.11927 0.19193
O 0.23940 -1.43864 -0.58495
H -2.74420 0.78962 0.01735
H -2.06970 -0.59509 -0.91668
H -2.01827 -0.63700 0.83045
H 2.23357 -0.54359 1.16376
H 2.30632 -0.87545 -0.52681
H 2.33935 0.91237 0.13620

Cartesian forces (eV/Å) of the 3 atoms listed first:
-0.2 0.1 0.0
-0.2 0.3 0.0
0.0 -0.5 0.1

---

Record 3
Density functional theory data (wB97M-V/def2-TZVPD) for a 17-piece molecular cluster, C5H41IO18S overall at a distorted geometry.

Properties
Total energy = -2265.22983 Ha
Largest force on an atom = 0.12465 Eh/bohr
Orbital gap = 7.982 eV
Total charge = 0
HOMO energy = -9.87 eV
Spin multiplicity = 1

Positions of all 66 atoms, in Å:
C 2.28631 -2.79712 0.30286
C 2.12162 -1.48307 -0.55941
C 3.48150 -0.75223 -0.91903
C 1.19544 -0.48672 0.25316
S -0.26865 0.11710 -0.72091
I -1.46189 1.55723 0.78926
C -1.29115 -1.41095 -1.01455
O -2.30099 -1.53055 -0.30033
O -0.96943 -2.30003 -1.86432
H 1.50762 -3.52567 -0.06956
H 3.32023 -3.22601 0.28289
H 2.03143 -2.63940 1.39280
H 1.61635 -1.71480 -1.54228
H 3.22836 0.34795 -1.02753
H 3.86220 -1.07081 -1.92591
H 4.27571 -0.82960 -0.13316
H 1.72781 0.44517 0.60135
H 0.76046 -0.94525 1.19146
O 4.24447 -3.25334 -2.82927
H 4.54569 -3.18823 -3.74302
H 3.69527 -4.04724 -2.81949
O -0.75693 5.07570 1.15666
H -1.48662 5.63942 1.44585
H -1.19154 4.30589 0.76931
O -2.83013 -0.77190 2.91060
H -2.52102 -0.70775 1.99717
H -3.37085 -1.57128 2.91779
O -1.66297 3.40705 -1.94442
H -1.52573 3.91070 -2.76088
H -2.12715 2.61283 -2.23163
O -5.24105 -1.70506 0.80559
H -6.02538 -1.57238 0.25917
H -4.50492 -1.63551 0.18331
O -1.39266 7.61778 0.47264
H -0.79145 7.07259 -0.04629
H -0.83013 8.32010 0.81498
O 1.33121 8.28740 0.49820
H 1.84868 8.46425 1.29283
H 1.92052 7.75572 -0.04896
O 1.07544 -4.33273 2.91630
H 1.21213 -4.99889 3.59939
H 0.14739 -4.08791 3.01343
O -5.49861 -3.60001 3.13210
H -5.37306 -3.11583 2.30358
H -5.97209 -4.39644 2.86881
O 3.80948 9.78754 -0.10691
H 3.03066 9.92165 -0.66046
H 4.55023 9.87315 -0.71798
O -1.91059 0.25215 -3.71751
H -2.73035 0.40076 -3.23193
H -1.75481 -0.69963 -3.62726
O -2.32758 5.24455 -4.19657
H -3.05719 5.80525 -3.90754
H -2.76258 4.48215 -4.59718
O 4.37671 -5.48094 -0.70626
H 4.31200 -6.01603 0.09374
H 5.19295 -4.97913 -0.58834
O -8.26512 -1.24950 1.69320
H -8.32422 -1.77035 2.50252
H -7.45014 -0.74418 1.80139
O 0.93929 -3.55502 5.37816
H 1.04524 -2.93035 4.65194
H 1.59704 -3.27707 6.02588
O 6.28472 -7.36895 -2.55834
H 5.56186 -6.80421 -2.25655
H 5.84100 -8.13201 -2.94457

Cartesian forces (eV/Å) of the 3 atoms listed first:
-0.8 0.0 0.1
0.4 0.3 0.1
-0.7 0.9 -0.4

---

Record 4
Density functional theory data (wB97M-V/def2-TZVPD) for C15H20BF9N4OOsS as an isolated structure at a distorted geometry.

Properties
Total energy = -2290.54169 Ha
Energy relative to the best compared isomer or geometry (same formula, charge and spin) = 0.195 eV
Largest force on an atom = 0.03103 Eh/bohr
Orbital gap (alpha / beta) = 6.994 / 5.579 eV
Total charge = 0
HOMO energy (alpha / beta) = -6.76 / -8.56 eV
Spin multiplicity = 5

Positions of all 52 atoms, in Å:
Os -0.42909 0.31216 0.04259
C 1.72484 -1.42923 -5.14878
C 1.96620 -0.01328 -4.63190
N 2.47507 0.00511 -3.27347
C 1.71694 0.04765 -2.16390
S -0.01718 0.22111 -2.29762
N 2.31992 -0.09666 -1.00301
N 1.56986 0.01314 0.08088
C 2.14808 -0.23567 1.32139
C 3.59162 -0.56568 1.46436
C 1.26289 -0.12215 2.38667
C 1.62233 -0.28089 3.74923
C 0.67697 -0.15260 4.72246
C -0.65527 0.13939 4.36360
C -0.96375 0.29924 3.03469
N -0.05342 0.18377 2.06487
H 1.25049 -1.39568 -6.12990
H 1.07406 -1.97470 -4.46469
H 2.66532 -1.97343 -5.24062
H 1.03825 0.55668 -4.64805
H 2.68695 0.50736 -5.26298
H 3.43473 -0.26558 -3.12067
H 4.03290 -0.69550 0.48319
H 3.72126 -1.48324 2.03976
H 4.11302 0.24052 1.98693
H 2.65342 -0.50223 3.98542
H 0.94045 -0.27429 5.76409
H -1.42842 0.23670 5.11047
H -1.97129 0.53808 2.71898
F -1.30632 2.78834 1.08680
C -0.36138 2.38818 0.16016
F -0.73049 2.98211 -1.01607
C 0.92261 3.12650 0.58209
F 0.75871 4.44782 0.53871
F 1.94217 2.81473 -0.23500
F 1.27108 2.79700 1.83677
F -1.13102 -3.97288 -0.49326
B -0.05989 -3.26238 -0.01941
F 0.37289 -3.66200 1.22513
F 0.97163 -3.12399 -0.93248
F -0.58136 -1.83140 0.18836
C -4.19038 -0.87760 0.55837
C -3.65357 0.51330 0.20967
C -4.45497 1.15896 -0.91790
O -2.31246 0.42963 -0.14688
H -5.23701 -0.80420 0.85257
H -3.61170 -1.31522 1.37252
H -4.10235 -1.53258 -0.30909
H -3.73554 1.15493 1.10173
H -4.40510 0.53207 -1.80946
H -4.03783 2.13834 -1.15310
H -5.49486 1.27025 -0.61419

Cartesian forces (eV/Å) of the 3 atoms listed first:
-1.2 0.2 -0.4
0.0 0.1 0.1
-0.1 -0.2 -0.1

---

Record 5
Density functional theory data (wB97M-V/def2-TZVPD) for C4H10N4 as an isolated structure at a distorted geometry.

Properties
Total energy = -377.32015 Ha
Energy relative to the best compared isomer or geometry (same formula, charge and spin) = 3.446 eV
Largest force on an atom = 0.06477 Eh/bohr
Orbital gap = 8.770 eV
Total charge = 0
HOMO energy = -8.02 eV
Spin multiplicity = 1

Positions of all 18 atoms, in Å:
C -1.03920 -0.57924 0.05459
N -2.28800 -0.08959 -0.28638
N -0.30214 0.80913 1.16849
N -0.90607 -1.76806 0.46261
H -2.30154 0.71018 -0.89744
H -3.02313 -0.76733 -0.14798
H 0.30686 0.22040 1.73123
H -0.74078 1.53020 1.73632
H 0.03806 -2.03510 0.72566
C 0.27154 0.24518 -1.05772
C 2.09874 -1.01865 -0.29481
C 0.41312 1.35750 -0.03392
N 1.31671 -0.65104 -1.22866
H -0.15576 0.55600 -2.00936
H 2.08697 -0.63715 0.73728
H 2.89066 -1.72129 -0.52271
H -0.12511 2.25194 -0.35157
H 1.45906 1.58694 0.21436

Cartesian forces (eV/Å) of the 3 atoms listed first:
0.2 -0.4 -3.3
0.8 0.0 0.5
1.2 1.0 0.2

---

Q: Look up the total charge of the third one.
A: 0

---

Q: Which formula does entry 3 have?
A: C5H41IO18S